No. 1
Computed, not measured: C3H6N2O2 as an isolated structure at a distorted geometry, with ωB97M-V/def2-TZVPD.

Each line ends with the Mulliken charge.
Geometry (Å):
C -0.028 -0.460 0.019  0.687
C 1.131 -1.323 0.347  -1.147
N -1.212 -1.072 -0.364  -0.167
C 0.012 0.992 0.449  0.314
N -0.423 1.945 -0.403  -0.351
O -0.954 -0.425 -1.547  -0.469
O 0.404 1.232 1.582  -0.600
H -2.077 -0.807 0.113  0.286
H -0.674 1.696 -1.346  0.246
H -0.429 2.898 -0.076  0.234
H 1.776 -0.871 1.095  0.345
H 1.697 -1.513 -0.571  0.297
H 0.776 -2.294 0.702  0.325

Properties
- ΔE to the lowest compared entry with this formula, charge and spin (kJ/mol) = 442.4
- HOMO-LUMO gap (spin up / spin down) (eV) = 9.0 / 9.0
- spin multiplicity = 1
- energy (eV) = -10280.21193

***

No. 2
Computed, not measured: one molecule with the formula C2H6FN at a distorted geometry, with ωB97M-V/def2-TZVPD.

Each line ends with the Mulliken charge.
Geometry (Å):
C -1.173 0.132 0.003  -0.930
C 0.195 -0.503 -0.178  -0.223
N 1.301 0.528 -0.270  -0.277
F 2.482 -0.169 0.186  -0.235
H -1.436 0.643 -0.904  0.305
H -2.063 -0.665 0.356  0.244
H -1.247 1.003 0.754  0.280
H 0.395 -1.133 0.674  0.305
H 0.300 -1.090 -1.099  0.252
H 1.245 1.254 0.478  0.279

Properties
- ΔE to the lowest compared entry with this formula, charge and spin (kJ/mol) = 230.5
- HOMO-LUMO gap (eV) = 11.0
- spin multiplicity = 1
- energy (eV) = -6376.26882

***

Copy entry 1 word for word.
Computed, not measured: C3H6N2O2 as an isolated structure at a distorted geometry, with ωB97M-V/def2-TZVPD.

Each line ends with the Mulliken charge.
Geometry (Å):
C -0.028 -0.460 0.019  0.687
C 1.131 -1.323 0.347  -1.147
N -1.212 -1.072 -0.364  -0.167
C 0.012 0.992 0.449  0.314
N -0.423 1.945 -0.403  -0.351
O -0.954 -0.425 -1.547  -0.469
O 0.404 1.232 1.582  -0.600
H -2.077 -0.807 0.113  0.286
H -0.674 1.696 -1.346  0.246
H -0.429 2.898 -0.076  0.234
H 1.776 -0.871 1.095  0.345
H 1.697 -1.513 -0.571  0.297
H 0.776 -2.294 0.702  0.325

Properties
- ΔE to the lowest compared entry with this formula, charge and spin (kJ/mol) = 442.4
- HOMO-LUMO gap (spin up / spin down) (eV) = 9.0 / 9.0
- spin multiplicity = 1
- energy (eV) = -10280.21193